Record 1
# C22H28GeN3O3RhS

C22H28GeN3O3RhS as an isolated structure (ωB97M-V with the def2-TZVPD basis set, OMol25).

```
59
Properties=species:S:1:pos:R:3:lowdin_charge:R:1
Rh 0.39 0.59 -0.82 0.573
C 3.32 -6.62 -0.79 -0.096
O 2.32 -5.68 -1.13 -0.085
C 2.61 -4.36 -1.02 -0.287
C 3.86 -3.89 -0.57 -0.046
C 4.05 -2.53 -0.50 -0.045
C 3.05 -1.59 -0.81 -0.096
C 3.32 -0.17 -0.62 -0.365
C 4.73 0.36 -0.75 -0.003
O 2.46 0.68 -0.36 -0.075
C 1.77 -2.07 -1.29 -0.376
O 0.81 -1.33 -1.68 -0.178
C 1.61 -3.48 -1.36 0.039
H 2.88 -7.60 -0.94 0.088
H 3.62 -6.51 0.26 0.091
H 4.20 -6.51 -1.42 0.092
H 4.66 -4.56 -0.29 0.091
H 5.00 -2.18 -0.15 0.097
H 5.50 -0.33 -0.42 0.061
H 4.81 1.30 -0.21 0.083
H 4.90 0.56 -1.81 0.098
H 0.67 -3.87 -1.73 0.122
C -3.76 4.11 -1.33 -0.003
N -3.80 2.73 -0.89 -0.104
C -4.89 2.08 -0.37 -0.026
C -4.50 0.83 -0.05 -0.014
N -3.17 0.72 -0.39 0.026
C -2.74 1.89 -0.90 -0.519
S -1.23 2.26 -1.68 0.907
C -2.42 -0.49 -0.17 -0.281
C -2.97 -1.69 -0.57 -0.011
C -2.30 -2.85 -0.23 -0.052
C -1.12 -2.74 0.51 -0.061
C -0.64 -1.49 0.83 -0.126
N -1.26 -0.35 0.47 0.054
H -4.73 4.56 -1.14 0.096
H -3.54 4.16 -2.40 0.094
H -2.99 4.65 -0.78 0.084
H -5.84 2.57 -0.24 0.129
H -5.03 0.02 0.42 0.136
H -3.88 -1.72 -1.15 0.114
H -2.68 -3.82 -0.52 0.109
H -0.56 -3.62 0.81 0.110
H 0.28 -1.37 1.38 0.117
C -0.57 5.08 1.51 -0.225
Ge -0.47 3.11 1.46 0.737
C -2.15 2.43 2.23 -0.213
C 1.01 2.52 2.58 -0.212
C -0.03 2.48 -0.34 -0.753
H -0.72 5.44 2.53 0.015
H -1.39 5.45 0.89 -0.006
H 0.36 5.51 1.12 0.017
H -2.13 2.63 3.30 0.022
H -2.23 1.36 2.09 -0.002
H -3.03 2.93 1.82 0.006
H 0.82 2.76 3.63 0.017
H 1.94 2.99 2.27 0.022
H 1.13 1.44 2.47 0.011
H 0.69 3.19 -0.76 -0.002
```

The value obtained for the energy relative to the best compared isomer or geometry (same formula, charge and spin) is 367.5 kJ/mol. The charge is 0. Its largest force on an atom is 0.39 eV/Å. As for the orbital gap (alpha / beta): 5.63 / 5.64 eV. The electronic energy is -3830.66404 hartree.

Record 2
# C22H28N2O6

One molecule with the formula C22H28N2O6 (ωB97M-V with the def2-TZVPD basis set, OMol25).

```
58
Properties=species:S:1:pos:R:3:lowdin_charge:R:1
C 6.28 0.83 -1.43 -0.085
H 6.90 1.52 -2.00 0.094
H 6.81 0.53 -0.52 0.097
H 6.08 -0.06 -2.04 0.097
O 5.10 1.53 -1.13 -0.072
C 4.13 0.90 -0.42 -0.256
C 2.98 1.65 -0.17 0.058
C 1.94 1.10 0.56 -0.134
C 2.01 -0.21 1.03 0.006
C 3.15 -0.96 0.76 -0.267
C 4.21 -0.40 0.05 0.067
H 5.08 -1.02 -0.12 0.118
O 3.35 -2.25 1.15 -0.073
C 2.31 -2.92 1.84 -0.066
H 1.40 -2.98 1.24 0.074
H 2.09 -2.43 2.80 0.097
H 2.70 -3.92 2.03 0.097
H 1.17 -0.66 1.53 0.106
C 0.76 1.97 0.80 -0.427
O 0.47 2.91 0.07 0.038
N 0.05 1.71 1.92 0.093
H 0.30 0.92 2.49 0.134
C -1.03 2.55 2.40 -0.166
H -0.88 2.71 3.47 0.124
H -0.94 3.52 1.90 0.126
C -2.42 1.95 2.18 -0.068
H -3.13 2.49 2.80 0.124
C -3.01 1.95 0.77 -0.494
O -4.10 1.43 0.59 0.018
N -2.32 2.58 -0.19 0.091
C -2.74 2.55 -1.57 -0.160
H -2.79 3.58 -1.95 0.122
H -3.74 2.12 -1.60 0.115
C -1.76 1.75 -2.44 -0.121
C -1.44 0.40 -1.85 -0.221
C -0.14 -0.07 -1.83 -0.040
C 0.15 -1.31 -1.28 -0.005
C -0.84 -2.08 -0.68 -0.200
C -2.17 -1.60 -0.68 -0.182
C -2.44 -0.40 -1.30 0.029
H -3.46 -0.04 -1.33 0.103
O -3.12 -2.34 -0.03 -0.102
C -4.44 -1.85 0.00 -0.065
H -4.49 -0.85 0.43 0.075
H -4.99 -2.55 0.64 0.095
H -4.89 -1.85 -1.00 0.101
O -0.41 -3.24 -0.09 -0.112
C -1.27 -4.36 -0.07 -0.073
H -2.04 -4.27 0.70 0.086
H -1.75 -4.52 -1.03 0.101
H -0.63 -5.22 0.16 0.091
H 1.15 -1.69 -1.28 0.121
H 0.66 0.52 -2.24 0.117
H -0.83 2.31 -2.53 0.111
H -2.19 1.63 -3.44 0.121
H -1.36 2.88 -0.05 0.089
H -2.43 0.91 2.52 0.123
H 2.91 2.66 -0.53 0.130
```

The value obtained for the energy relative to the best compared isomer or geometry (same formula, charge and spin) is 96.9 kJ/mol. The charge is 0. Its largest force on an atom is 0.75 eV/Å. As for the orbital gap: 8.57 eV. The electronic energy is -1416.08782 hartree. As for the SMILES: COc1cc(OC)cc(C(=O)NCCC(=O)NCCc2ccc(OC)c(OC)c2)c1.

Record 3
# C22H28N2O6S

One molecule with the formula C22H28N2O6S (ωB97M-V with the def2-TZVPD basis set, OMol25).

```
59
Properties=species:S:1:pos:R:3:lowdin_charge:R:1
C 4.02 2.84 -5.51 -0.072
H 4.18 3.43 -6.41 0.096
O 2.63 2.86 -5.28 -0.075
C 2.14 2.20 -4.20 -0.225
C 2.91 1.47 -3.30 0.002
C 2.30 0.84 -2.23 -0.052
C 0.94 0.93 -2.07 -0.281
C 0.16 1.65 -2.96 -0.009
C 0.74 2.30 -4.03 -0.181
C -0.06 3.09 -5.01 -0.026
H -1.11 3.07 -4.75 0.081
H 0.07 2.69 -6.02 0.089
H 0.29 4.12 -5.03 0.089
H -0.90 1.71 -2.79 0.125
S 0.12 0.10 -0.72 0.682
O -0.79 1.00 -0.07 -0.269
O 1.12 -0.53 0.11 -0.296
N -0.78 -1.03 -1.55 -0.229
C -2.15 -1.28 -1.14 -0.177
C -2.46 -2.77 -1.04 -0.120
H -3.42 -2.90 -0.53 0.129
H -2.57 -3.18 -2.05 0.118
C -1.37 -3.56 -0.30 -0.202
C 0.02 -3.29 -0.90 -0.113
C -0.02 -2.19 -1.97 -0.189
H -0.47 -2.57 -2.89 0.130
H 0.99 -1.84 -2.19 0.117
H 0.73 -3.00 -0.12 0.106
H 0.41 -4.20 -1.36 0.119
C -1.54 -3.27 1.20 -0.440
O -2.28 -3.98 1.86 0.070
N -0.89 -2.18 1.67 0.152
C -0.99 -1.59 2.94 -0.200
C -1.64 -2.17 4.02 -0.011
C -1.69 -1.47 5.21 0.005
C -1.12 -0.21 5.37 -0.201
C -0.47 0.38 4.26 -0.180
C -0.41 -0.33 3.08 0.045
H 0.08 0.09 2.22 0.074
O 0.08 1.63 4.40 -0.113
C 0.65 2.23 3.26 -0.072
H 0.95 3.23 3.58 0.095
H 1.54 1.68 2.92 0.100
H -0.06 2.30 2.43 0.092
O -1.27 0.32 6.62 -0.076
C -0.84 1.62 6.92 -0.083
H 0.24 1.73 6.82 0.092
H -1.12 1.78 7.97 0.091
H -1.34 2.37 6.30 0.094
H -2.18 -1.90 6.07 0.120
H -2.09 -3.14 3.93 0.099
H -0.28 -1.67 1.04 0.081
H -1.62 -4.62 -0.40 0.144
H -2.82 -0.81 -1.87 0.124
H -2.32 -0.78 -0.18 0.112
H 2.88 0.27 -1.52 0.115
H 3.98 1.40 -3.42 0.107
H 4.38 1.82 -5.69 0.098
H 4.58 3.28 -4.68 0.099
```

The value obtained for the energy relative to the best compared isomer or geometry (same formula, charge and spin) is 162.2 kJ/mol. The charge is 0. Its largest force on an atom is 1.14 eV/Å. As for the orbital gap: 7.67 eV. The electronic energy is -1814.24117 hartree. As for the SMILES: COc1ccc(S(=O)(=O)N2CCC(C(=O)Nc3ccc(OC)c(OC)c3)CC2)cc1C.